Density functional theory data (wB97M-V/def2-TZVPD) for a gas-phase ion, C5H11NO2 (charge +1) at a distorted geometry.

The calculation puts the LUMO energy (alpha / beta) at -3.2 / -7.8 eV. As for the spin multiplicity: 2. As for the net charge: +1. The orbital gap (alpha / beta) is 12.01 / 7.41 eV.

Positions of all 19 atoms, in Å:
1 C -0.5841 1.1969 2.0780
2 N 0.5268 0.4187 1.5707
3 C 1.3662 0.5209 -2.0745
4 C 0.7769 1.0519 -0.7806
5 C 0.5755 -0.1451 0.2547
6 C -0.7118 -0.8735 -0.1075
7 O -0.4286 -1.9070 -0.8881
8 O -1.8182 -0.5409 0.2119
9 H -1.3352 0.4978 2.4511
10 H -1.0758 1.7151 1.2516
11 H -0.2029 1.8730 2.8334
12 H 1.4418 0.7868 1.8373
13 H 1.5427 1.3085 -2.8069
14 H 0.8056 -0.2475 -2.5937
15 H 2.3401 0.0827 -1.8331
16 H 1.4333 1.7674 -0.2942
17 H -0.2014 1.5073 -0.9527
18 H 1.3998 -0.8450 0.1669
19 H -1.2644 -2.2917 -1.2015

Cartesian forces, eV/Å:
0.2 -0.5 0.0
0.3 1.3 -0.9
1.0 -0.2 0.0
-0.5 -0.4 -0.1
-0.7 -0.2 -0.1
-0.3 -0.2 -0.1
0.1 -0.1 -0.1
0.2 0.2 0.2
-0.1 0.1 0.2
0.1 0.0 0.0
-0.2 0.0 0.1
0.0 -0.5 0.4
-0.1 0.2 0.2
-0.4 -0.1 0.3
0.0 0.0 -0.2
0.1 0.2 -0.2
0.0 0.1 0.3
0.3 0.1 0.2
0.0 -0.1 0.0

=====

Density functional theory data (wB97M-V/def2-TZVPD) for a molecular structure, C15H40NO20S5V at a distorted geometry.

The calculation puts the LUMO energy at -1.7 eV. As for the net charge: 0. The orbital gap is 7.92 eV.

Positions of all 82 atoms, in Å:
1 O -3.7490 2.0164 1.5545
2 V -3.4831 0.5039 1.7624
3 O -4.0380 0.0442 3.1880
4 N -1.0360 0.7757 -0.4981
5 O -2.0053 0.2577 0.1857
6 O -0.8478 0.3450 -1.6307
7 O -0.2580 1.5802 0.0666
8 O -3.3272 2.7606 -4.7082
9 S -3.8390 2.2287 -3.4786
10 O -4.0829 0.8337 -3.3336
11 O -2.8555 2.6558 -2.2677
12 C -2.0557 3.8431 -2.4573
13 C -1.6717 4.2882 -1.0591
14 C -5.3056 3.1502 -2.9760
15 H -2.5533 4.6490 -3.0074
16 H -1.2314 3.5490 -3.1147
17 H -1.1834 5.2653 -1.1699
18 H -0.9998 3.6355 -0.5125
19 H -2.5752 4.4995 -0.4867
20 H -6.0776 3.0056 -3.7210
21 H -5.0076 4.1908 -2.8479
22 H -5.5375 2.8250 -1.9640
23 O -1.5356 1.0358 2.8373
24 S -0.5674 1.3303 3.8591
25 O -0.9152 1.5081 5.2329
26 O 0.6367 0.2487 3.8293
27 C 0.6999 -0.6753 2.7333
28 C 1.9989 -1.4413 2.9600
29 C 0.3613 2.8031 3.3811
30 H 0.6856 -0.2948 1.7099
31 H -0.1380 -1.3695 2.7831
32 H 2.8472 -0.7615 2.8576
33 H 2.0603 -2.3181 2.3223
34 H 2.0770 -1.8212 3.9826
35 H -0.1876 3.6826 3.7036
36 H 0.4085 2.7624 2.2924
37 H 1.3291 2.7290 3.8625
38 O 3.3018 1.4440 -3.1711
39 S 3.5857 2.8128 -3.5115
40 O 3.0570 3.4067 -4.7070
41 O 3.2065 3.7069 -2.2533
42 C 1.8574 3.6661 -1.7439
43 C 1.9586 4.3705 -0.3956
44 C 5.3493 3.0529 -3.4415
45 H 1.4796 2.6696 -1.4992
46 H 1.1898 4.1571 -2.4513
47 H 2.2118 5.4288 -0.5094
48 H 2.6656 3.9145 0.2899
49 H 0.9503 4.4172 0.0239
50 H 5.7320 2.6264 -2.5205
51 H 5.5121 4.1272 -3.5025
52 H 5.8142 2.5750 -4.2993
53 O -2.3881 -1.6172 1.9309
54 S -2.5156 -3.0164 1.6057
55 O -2.5988 -3.5040 0.2698
56 O -1.3269 -3.7913 2.4120
57 C -0.7269 -4.9157 1.7590
58 C -0.4655 -5.9860 2.8261
59 C -3.9024 -3.5562 2.6078
60 H 0.1963 -4.6907 1.2392
61 H -1.4167 -5.4039 1.0693
62 H 0.3641 -6.6158 2.4891
63 H -1.3057 -6.6446 3.0341
64 H -0.0849 -5.5446 3.7502
65 H -4.7068 -2.8563 2.4183
66 H -3.5395 -3.7125 3.6170
67 H -4.1611 -4.5457 2.2252
68 O 0.0698 -2.4427 -2.2433
69 S 1.0482 -2.4744 -1.2128
70 O 0.6495 -2.7417 0.1499
71 O 2.1027 -3.6160 -1.6580
72 C 2.9758 -4.1654 -0.6759
73 C 3.0153 -5.6689 -0.8678
74 C 2.0974 -1.0119 -1.3159
75 H 2.7654 -3.8845 0.3563
76 H 4.0033 -3.8220 -0.8541
77 H 2.0682 -6.1759 -0.6679
78 H 3.8663 -6.1645 -0.4035
79 H 3.1328 -5.8785 -1.9380
80 H 1.4535 -0.1628 -1.5389
81 H 2.7530 -1.1777 -2.1672
82 H 2.6652 -0.9098 -0.3949

Cartesian forces, eV/Å:
-0.9 0.3 0.0
3.4 -0.5 1.1
-0.5 0.6 -1.5
0.7 -0.6 0.0
-0.8 0.3 0.2
-0.3 0.8 0.9
-0.7 -0.5 -0.4
-0.2 0.0 0.3
0.2 0.6 0.6
-0.1 0.1 0.1
-0.9 -0.2 -0.9
0.6 -0.3 0.1
0.1 1.2 -0.5
1.1 0.0 0.3
-0.5 -0.3 0.2
0.2 0.1 0.4
0.1 -0.1 0.1
-0.2 -0.3 -0.1
0.0 -0.3 0.1
-0.2 0.0 0.1
-0.1 0.1 -0.5
-0.4 -0.4 -0.2
-0.3 -0.4 0.0
1.9 1.0 0.7
-0.4 -0.5 -0.4
-1.5 1.1 -0.4
0.5 -2.1 -0.3
0.0 0.2 0.6
-0.7 -0.8 -0.5
-0.1 0.9 0.3
-0.1 0.2 0.2
0.1 -0.2 -0.4
0.1 0.2 -0.4
-0.3 0.1 0.0
-0.1 -0.1 0.1
0.3 0.1 0.0
0.0 0.0 0.0
-0.1 0.2 -0.4
0.2 -0.3 0.2
0.1 -0.3 0.4
0.3 -0.3 -0.5
0.0 0.2 1.3
-0.9 1.1 -0.5
-0.4 0.4 -0.1
0.4 -0.3 -0.7
0.0 0.1 0.1
0.3 -0.1 -0.1
-0.1 -0.3 -0.1
0.2 -0.4 0.3
-0.1 0.1 0.1
0.1 0.0 0.1
-0.2 -0.1 -0.1
0.3 -0.2 -0.5
0.1 -1.0 1.5
-0.1 0.4 0.2
-0.8 1.2 -1.1
-0.1 -2.2 0.6
0.9 0.2 0.1
0.6 -1.0 -1.2
-0.1 0.7 0.0
0.0 0.6 -0.3
-0.2 -0.1 -0.2
-0.2 0.2 0.1
-0.3 0.1 0.0
-0.1 0.1 0.5
-0.2 0.7 0.2
-0.2 0.1 -0.1
0.3 -0.1 0.1
0.3 0.2 -0.3
0.3 0.4 -0.3
-0.6 0.4 0.5
1.4 -0.8 0.2
-0.4 -0.5 -1.1
-0.5 -0.6 -0.2
-0.6 0.1 -0.2
-0.2 0.3 -0.2
0.1 0.1 0.6
-0.2 0.2 0.4
0.2 0.3 0.0
0.0 0.0 0.2
0.0 0.0 0.0
-0.1 0.1 0.0

=====

Density functional theory data (wB97M-V/def2-TZVPD) for a molecular structure, C16H50BInNO13 at a distorted geometry.

The calculation puts the LUMO energy at 2.0 eV. As for the net charge: -1. The orbital gap is 6.33 eV.

Positions of all 82 atoms, in Å:
1 C 0.8858 0.4105 3.2214
2 C 0.2297 0.4469 2.1866
3 In -0.9181 0.5158 0.2531
4 N -1.9192 -1.3959 0.0206
5 C 0.3250 1.0050 -1.5510
6 C 1.8909 0.9053 -1.3347
7 O 2.4507 2.2526 -1.3925
8 C 2.8463 2.7089 -0.1349
9 C 3.9704 1.9609 0.6985
10 O 2.3359 3.7177 0.2933
11 C -2.5730 2.0533 0.3691
12 B -2.1209 3.5362 -0.0434
13 O -3.2171 4.5008 -0.2546
14 O -0.7805 3.9535 -0.1693
15 H 1.7514 0.4318 3.9197
16 H -2.3456 -1.5626 0.9463
17 H -2.7250 -1.1488 -0.5771
18 H 0.0746 2.0245 -1.9665
19 H 0.0537 0.2532 -2.3551
20 H 2.3146 0.3607 -2.2366
21 H 2.2032 0.3213 -0.4299
22 H 3.4856 1.0815 1.1979
23 H 4.7351 1.6140 -0.0571
24 H 4.4168 2.6992 1.4079
25 H -3.3895 1.7604 -0.3675
26 H -3.0601 2.0865 1.3878
27 H -3.6906 4.2745 -1.0724
28 H -0.7186 4.7794 0.3514
29 C -0.6618 -4.9449 0.6983
30 O -0.4276 -3.7820 1.4671
31 H -1.2400 -5.6520 1.2949
32 H -1.2263 -4.6826 -0.2015
33 H 0.2936 -5.4010 0.4217
34 H 0.0833 -3.1763 0.9144
35 C 1.6428 -4.8588 -2.2737
36 O 2.3420 -4.6015 -1.0644
37 H 1.1320 -3.9497 -2.5864
38 H 2.3526 -5.1622 -3.0505
39 H 0.9058 -5.6492 -2.1102
40 H 2.7836 -5.4222 -0.8116
41 C -5.6365 7.3996 -1.4100
42 O -4.9470 7.6658 -0.1993
43 H -6.1400 8.3104 -1.7327
44 H -4.9271 7.0871 -2.1812
45 H -6.3803 6.6138 -1.2498
46 H -4.5097 6.8449 0.0650
47 C 4.4918 -8.1336 -2.2733
48 O 4.7294 -6.9631 -1.5021
49 H 3.9153 -8.8355 -1.6728
50 H 3.9251 -7.8779 -3.1725
51 H 5.4430 -8.5943 -2.5526
52 H 5.2394 -6.3574 -2.0522
53 C -5.1262 5.9103 2.7712
54 O -3.7836 5.5192 3.0062
55 H -5.6370 6.0171 3.7260
56 H -5.1408 6.8677 2.2445
57 H -5.6325 5.1457 2.1738
58 H -3.3604 5.4304 2.1403
59 C -8.2511 8.5139 3.1431
60 O -7.5345 7.7812 4.1274
61 H -8.2940 7.9214 2.2305
62 H -9.2681 8.7117 3.4933
63 H -7.7396 9.4575 2.9362
64 H -7.5082 8.3226 4.9239
65 C -1.7254 -6.3269 -3.8293
66 O -1.6698 -5.1080 -3.1046
67 H -0.7220 -6.5730 -4.1753
68 H -2.0905 -7.1291 -3.1817
69 H -2.3874 -6.2171 -4.6930
70 H -2.5656 -4.9103 -2.8082
71 C 4.7095 -2.1484 0.1057
72 O 5.1550 -0.8684 0.5406
73 H 3.6495 -2.2487 0.3339
74 H 4.8567 -2.2436 -0.9733
75 H 5.2669 -2.9291 0.6287
76 H 6.0935 -0.8061 0.3272
77 C 8.3267 -4.2252 1.3357
78 O 7.7985 -2.9067 1.2963
79 H 8.6764 -4.4906 0.3390
80 H 9.1653 -4.2694 2.0358
81 H 7.5486 -4.9284 1.6438
82 H 7.4954 -2.6940 2.1867

Cartesian forces, eV/Å:
1.2 0.2 -0.3
0.1 -0.1 0.3
-0.3 0.4 0.1
-0.4 0.5 0.2
0.5 -0.4 -0.3
-0.7 -0.7 -1.8
0.8 -0.7 2.0
-0.3 0.8 0.7
-0.7 0.1 -1.7
0.7 -0.6 -0.4
-0.1 0.5 -0.7
-0.6 -0.9 0.2
1.2 0.0 -0.4
-1.9 0.3 1.2
-1.5 -0.1 -0.7
0.3 -0.1 -0.5
0.4 -0.2 0.3
0.4 -1.0 0.5
0.2 0.7 0.8
-0.2 0.6 1.1
-0.2 0.8 -0.6
0.7 0.9 -0.3
-0.8 0.1 1.1
-0.6 -0.7 -0.5
0.6 0.2 0.9
0.5 0.0 -0.9
0.1 0.0 0.6
0.4 -0.2 -0.8
0.1 0.4 -0.1
0.2 -0.3 0.3
0.0 0.1 0.1
0.0 -0.2 -0.1
-0.1 -0.2 -0.1
-0.4 0.1 0.1
0.2 -0.2 0.2
0.1 0.0 0.1
0.0 -0.1 0.1
-0.1 0.0 -0.2
-0.1 0.1 -0.2
0.0 0.2 0.0
0.2 -0.2 0.3
0.0 0.0 0.0
0.1 0.0 0.1
-0.2 0.0 -0.2
-0.1 0.0 -0.2
0.0 0.1 -0.1
0.1 0.3 -0.1
0.0 0.1 0.1
0.0 0.1 0.0
0.0 -0.2 0.0
-0.1 -0.2 -0.1
-0.1 0.0 0.2
0.2 -0.1 -0.2
0.3 0.0 -0.1
0.1 0.0 0.0
-0.3 0.0 0.1
-0.2 0.1 0.0
-0.1 -0.1 0.2
0.1 0.1 0.3
-0.1 0.0 0.1
0.1 0.0 0.1
-0.1 0.1 -0.2
-0.1 0.0 -0.2
0.1 -0.2 -0.1
-0.3 0.2 0.2
0.0 -0.1 -0.1
0.0 0.1 0.1
0.0 -0.2 -0.2
0.1 -0.2 -0.1
0.2 0.1 0.1
0.2 0.1 0.0
0.1 0.0 0.1
0.1 0.1 0.0
-0.1 -0.2 0.0
-0.1 -0.2 -0.1
-0.1 0.0 0.1
-0.2 0.2 0.2
0.1 0.1 0.0
0.0 0.1 0.0
0.1 -0.2 -0.1
0.1 -0.2 0.0
0.0 0.1 -0.2

=====

Summary of energy in Eh
-402.04899 -5089.81071 -1887.31160
(order as listed above)